This record from the OMol25 dataset describes C23H22N2O4S in the gas phase. The level of theory is the ωB97M-V functional and the def2-TZVPD basis.

Each line ends with the Löwdin charge.
Atoms and positions in Å:
O (-5.520, 0.696, -3.018)  0.115
H (-5.129, 2.361, 1.244)  0.128
C (-4.224, 1.776, 1.204)  0.050
C (-1.295, -1.141, -1.577)  -0.352
H (4.217, -0.784, -3.939)  0.074
C (2.912, -1.442, 1.387)  -0.064
C (1.174, -2.995, 2.048)  -0.008
H (1.939, 1.375, -1.936)  0.079
C (2.001, -3.474, 3.038)  -0.069
C (2.841, 1.116, -1.375)  -0.288
O (2.590, 2.595, 0.581)  -0.037
H (0.182, -3.391, 1.900)  0.113
N (2.453, 0.043, -0.459)  0.049
N (0.812, -1.499, 0.218)  0.068
C (-3.365, 1.710, 2.284)  -0.263
C (-2.539, -0.351, -1.345)  -0.226
C (1.233, -0.557, -0.550)  -0.541
C (1.626, -1.972, 1.207)  -0.211
H (2.562, -0.182, -3.815)  0.064
H (4.793, 0.315, -1.779)  0.112
C (-1.920, 0.242, 1.024)  -0.001
H (-3.651, 1.776, 4.398)  0.084
H (4.377, 2.327, -0.419)  0.119
H (3.165, -1.369, -2.656)  0.072
C (3.737, -1.942, 2.396)  -0.006
C (3.921, 0.639, -2.349)  -0.191
C (-4.668, 0.564, -2.176)  -0.445
H (-1.376, -1.727, -2.491)  0.086
C (-3.455, -0.217, -2.331)  0.069
H (-1.028, -0.362, 0.977)  0.086
H (-2.875, 3.202, 3.723)  0.087
H (-1.021, -1.775, -0.734)  0.073
H (-1.539, 0.862, 3.022)  0.116
H (1.655, -4.264, 3.687)  0.106
H (3.101, 3.249, -1.248)  0.130
C (3.301, 2.384, -0.611)  -0.211
C (3.283, -2.952, 3.214)  -0.074
H (-3.329, -0.684, -3.295)  0.128
S (0.135, -0.015, -1.818)  1.067
O (-4.837, 1.198, -0.976)  0.132
H (-4.612, 2.959, 3.498)  0.076
H (4.215, 1.492, -2.962)  0.122
H (4.723, -1.518, 2.511)  0.120
C (3.369, -0.365, 0.520)  -0.352
C (-2.211, 0.926, 2.179)  -0.032
H (3.001, 2.064, 1.274)  0.084
C (-3.650, 2.456, 3.548)  -0.045
C (-3.940, 1.086, 0.029)  -0.171
H (3.917, -3.342, 3.995)  0.104
C (3.433, -0.494, -3.245)  -0.094
O (4.455, 0.176, 0.621)  0.082
C (-2.773, 0.312, -0.085)  -0.110

Summary:
Charge = 0
Energy above the lowest of the compared OMol25 structures with the same formula, charge and spin = 0.129 eV
LUMO = -0.043 eV



This record from the OMol25 dataset describes 2 unconnected molecules or ions with the total composition C11H21Br2F3NO5P in a non-equilibrium geometry. The level of theory is the ωB97M-V functional and the def2-TZVPD basis.

Each line ends with the Löwdin charge.
Atoms and positions in Å:
H (-2.776, -2.894, -4.431)  0.032
H (-3.303, 1.141, 0.290)  0.119
C (3.110, 0.307, -0.445)  -0.179
F (-3.110, -2.644, -0.273)  0.117
C (3.916, -0.904, 0.059)  -0.237
H (-1.290, -0.936, -0.552)  0.106
H (-3.711, 1.366, 2.920)  0.046
C (0.843, 0.956, -1.515)  -0.141
Br (1.248, 1.097, 2.733)  0.775
H (-3.198, -3.379, -3.054)  0.004
C (-4.246, -1.953, -0.469)  -0.694
H (3.672, 0.738, -1.267)  0.117
H (3.217, -1.613, 0.497)  0.116
C (-0.027, 1.719, -0.510)  -0.334
H (1.792, 2.808, -0.064)  0.116
O (4.944, -0.542, 0.942)  -0.172
H (4.667, 0.457, 2.727)  0.078
F (-4.776, -2.399, -1.647)  0.109
H (1.964, -0.792, -1.813)  0.119
P (-3.129, -0.474, 2.043)  0.606
H (4.400, -1.343, -0.803)  0.122
H (-3.947, -0.321, -1.547)  0.133
N (-4.072, -0.562, -0.577)  0.073
O (0.507, 3.703, 2.465)  0.021
H (-1.812, 0.527, -1.395)  0.121
C (0.773, 2.774, 0.287)  -0.093
C (4.591, -0.536, 2.302)  -0.127
H (5.257, -1.183, 2.863)  0.083
C (0.758, 2.722, 1.797)  -0.734
C (1.751, -0.140, -0.971)  -0.187
H (3.579, -0.888, 2.473)  0.053
H (1.425, 1.700, -2.046)  0.123
O (-2.458, -3.387, -3.670)  -0.055
Br (-1.223, -1.577, 2.345)  0.364
H (0.205, 0.499, -2.262)  0.105
H (1.267, -0.752, -0.216)  0.103
C (-1.674, 0.069, -0.416)  -0.263
C (-3.049, 0.087, 0.248)  -0.449
H (-0.736, 2.287, -1.113)  0.142
H (0.352, 3.739, 0.056)  0.121
H (3.039, 0.996, 0.382)  0.071
O (-0.783, 0.870, 0.329)  -0.196
O (-2.853, 0.951, 2.800)  -0.364
F (-5.105, -2.293, 0.498)  0.129

Summary:
Charge = 0
Energy above the lowest of the compared OMol25 structures with the same formula, charge and spin = 0.000 eV
LUMO = 0.309 eV



This record from the OMol25 dataset describes 2 unconnected molecules or ions with the total composition C3H3BrFO2 in a non-equilibrium geometry. The level of theory is the ωB97M-V functional and the def2-TZVPD basis.

Each line ends with the Löwdin charge.
Atoms and positions in Å:
H (-0.407, 0.262, 0.024)  0.006
H (0.625, 0.464, -1.446)  0.107
C (-2.122, 0.986, 0.348)  -0.479
O (1.026, -1.928, 0.564)  -0.045
H (-1.972, 0.839, 1.440)  -0.076
F (1.215, 1.406, 0.198)  -0.066
O (2.677, -0.878, -0.540)  -0.044
C (0.656, 0.288, -0.363)  -0.151
C (1.563, -1.027, -0.054)  -0.758
Br (-3.260, -0.410, -0.169)  0.506

Summary:
Charge = -1
Energy above the lowest of the compared OMol25 structures with the same formula, charge and spin = 4.922 eV
LUMO = 2.075 eV



This record from the OMol25 dataset describes a molecular structure, C22H18N4OPdS. The level of theory is the ωB97M-V functional and the def2-TZVPD basis.

Each line ends with the Löwdin charge.
Atoms and positions in Å:
H (1.665, -0.833, -2.359)  0.115
H (2.245, -0.515, 1.302)  0.061
H (3.365, -0.257, -4.089)  0.108
C (1.934, 2.359, -1.699)  -0.230
C (-1.713, 2.807, 3.044)  0.015
C (3.431, 1.814, -3.487)  -0.050
H (-2.639, -4.987, -0.375)  0.103
C (-0.190, -4.090, 0.194)  -0.003
C (2.896, 2.750, -2.620)  -0.010
C (-1.346, 0.145, 2.582)  -0.104
H (-2.814, -0.209, 4.093)  0.109
H (1.858, -4.058, 0.801)  0.110
H (2.970, -1.164, -0.163)  0.071
H (-1.822, 3.876, 3.157)  0.123
C (2.988, 0.501, -3.419)  -0.050
C (-1.295, -3.316, -0.222)  -0.172
N (0.587, 2.627, 0.259)  -0.111
H (1.944, 4.089, -0.412)  0.133
C (0.999, -3.490, 0.475)  -0.024
H (-0.311, -5.162, 0.289)  0.119
C (1.106, -2.088, 0.372)  -0.322
C (-2.205, -1.094, -0.843)  -0.699
C (2.408, -1.433, 0.734)  -0.046
H (-3.156, 2.225, 4.522)  0.111
O (-0.116, 4.513, 1.345)  0.039
H (3.020, -2.117, 1.321)  0.078
C (-2.257, 0.538, 3.546)  -0.042
C (-0.820, 2.342, 2.097)  -0.173
C (-3.582, -3.126, -0.898)  -0.090
N (0.089, -1.340, -0.031)  -0.011
H (-4.246, -1.159, -1.416)  0.090
Pd (0.303, 0.714, 0.049)  0.882
C (-2.536, -3.917, -0.493)  -0.067
C (-1.119, -1.910, -0.362)  -0.224
C (-2.442, 1.891, 3.782)  -0.041
H (4.179, 2.104, -4.212)  0.111
H (0.511, 3.898, -1.408)  0.146
H (-4.550, -3.564, -1.104)  0.103
N (-0.631, 1.026, 1.883)  -0.003
H (3.211, 3.783, -2.653)  0.121
C (-3.414, -1.755, -1.068)  -0.140
C (-0.075, 3.295, 1.200)  -0.508
C (1.245, 3.344, -0.805)  -0.142
S (-2.090, 0.591, -1.185)  0.507
N (1.543, 1.074, -1.616)  0.007
H (-1.177, -0.900, 2.354)  0.113
C (2.049, 0.175, -2.462)  -0.114

Summary:
Charge = 0
LUMO = 0.102 eV



This record from the OMol25 dataset describes C3H4O2 in the gas phase in a non-equilibrium geometry. The level of theory is the ωB97M-V functional and the def2-TZVPD basis.

Each line ends with the Löwdin charge.
Atoms and positions in Å:
O (-1.429, -1.573, 0.042)  0.068
H (0.150, 0.214, -1.159)  0.104
H (1.712, -1.904, -0.563)  0.138
H (0.094, 1.295, 0.394)  0.107
C (1.770, -0.095, 0.262)  -0.088
O (2.256, -1.184, -0.160)  0.017
H (-2.008, 0.309, -0.279)  0.110
C (0.204, 0.228, -0.048)  -0.153
C (-1.232, -0.426, -0.092)  -0.303

Summary:
Charge = 0
Energy above the lowest of the compared OMol25 structures with the same formula, charge and spin = 4.293 eV
LUMO = 0.387 eV



This record from the OMol25 dataset describes 3 unconnected molecules or ions with the total composition C4H13NO3 in a non-equilibrium geometry. The level of theory is the ωB97M-V functional and the def2-TZVPD basis.

Each line ends with the Löwdin charge.
Atoms and positions in Å:
O (1.078, 2.078, 0.725)  0.295
H (-4.625, -1.697, -3.356)  0.043
H (0.506, 1.312, -1.817)  0.100
O (-4.767, -1.540, -2.408)  -0.072
H (-0.724, 0.309, -1.454)  0.109
H (2.926, 1.987, 1.339)  -0.017
C (0.513, -1.430, 0.514)  -0.016
H (-0.826, 1.706, 2.257)  0.165
C (0.428, 1.079, 0.922)  -0.360
H (0.934, -0.298, -2.210)  0.118
H (-0.573, -1.461, 0.646)  0.079
H (-1.183, 0.040, 1.667)  0.141
H (3.830, 1.533, 2.480)  0.071
H (1.998, -0.151, -0.085)  0.144
H (-5.473, -2.128, -2.142)  0.029
C (0.374, 0.284, -1.475)  -0.025
O (3.658, 1.404, 1.520)  -0.049
C (0.909, -0.069, -0.120)  -0.246
H (0.692, -2.257, -0.158)  0.109
N (-0.643, 0.897, 1.673)  0.281
H (0.966, -1.599, 1.481)  0.101

Summary:
Charge = +1
Spin multiplicity = 2
Energy above the lowest of the compared OMol25 structures with the same formula, charge and spin = 1.336 eV
LUMO (spin up / spin down) = -3.728 / -8.819 eV